This record from OMol25 describes 2 unconnected molecules or ions with the total composition C4H10OS. The level of theory is the ωB97M-V functional and the def2-TZVPD basis.

```
! wB97M-V def2-TZVPD RIJCOSX def2/J DEFGRID3
* xyz 0 1
C -1.3378 -2.0069 -0.2413
C -2.4291 -1.5366 0.3380
O -2.6224 -0.1967 0.5040
H -1.2369 -3.0773 -0.3354
H -0.5232 -1.3220 -0.4411
H -3.2154 -2.1676 0.7445
H -3.5225 -0.0393 0.7994
C 1.1784 2.0907 0.1144
C 1.6062 0.6414 -0.0366
S 2.3022 0.2429 -1.6802
H 0.9741 2.3017 1.1668
H 2.0130 2.7458 -0.1119
H 0.3326 2.3334 -0.5191
H 0.7661 -0.0058 0.1711
H 2.3811 0.4249 0.6896
H 3.3335 -0.4288 -1.1621
*
```

## Properties
relative energy (zero: lowest compared OMol25 entry of this formula, charge and spin)	26.1	kcal/mol
orbital gap	9.7	eV
SMILES string	C=CO.CCS

Here are the Mulliken charges for atoms 1 to 8, given in e: -0.496, 0.127, -0.468, 0.239, 0.039, 0.251, 0.337, -1.137

This record from OMol25 describes 2 unconnected molecules or ions with the total composition C4H10OS. The level of theory is the ωB97M-V functional and the def2-TZVPD basis.

```
! wB97M-V def2-TZVPD RIJCOSX def2/J DEFGRID3
* xyz 0 1
C -0.7300 3.4374 -0.3189
C 0.1441 2.9214 0.5339
O -0.1549 2.7631 1.8656
H -0.3468 3.6024 -1.3162
H -1.7279 3.6864 0.0013
H 1.1565 2.7030 0.2270
H 0.6564 2.5837 2.3447
C -0.0276 -2.2150 1.2323
C 0.7321 -1.8070 -0.0322
S 0.0097 -2.2288 -1.6369
H 0.4406 -3.0277 1.7906
H -0.0604 -1.3976 1.9493
H -1.0585 -2.4613 1.0035
H 1.7522 -2.1790 0.0179
H 0.7989 -0.7190 -0.0787
H -0.0838 -3.5400 -1.4194
*
```

## Properties
relative energy (zero: lowest compared OMol25 entry of this formula, charge and spin)	27.0	kcal/mol
orbital gap	9.7	eV
SMILES string	C=CO.CCS

Here are the Mulliken charges for atoms 1 to 8, given in e: -0.723, 0.098, -0.501, 0.235, 0.265, 0.286, 0.338, -0.908

This record from OMol25 describes 2 unconnected molecules or ions with the total composition C4H10OS in a non-equilibrium geometry. The level of theory is the ωB97M-V functional and the def2-TZVPD basis.

```
! wB97M-V def2-TZVPD RIJCOSX def2/J DEFGRID3
* xyz 0 1
C -1.7289 0.9622 0.1273
C -0.1273 -1.9786 -0.2921
C -0.3510 0.5610 -0.3495
C 0.1615 -0.6403 0.2780
O 0.4818 1.7034 -0.0750
S 3.1617 0.1672 0.0185
H -1.7785 1.0432 1.2567
H -2.6110 0.5455 -0.3663
H -1.8144 1.9490 -0.1697
H -0.4520 -2.5481 0.5045
H -0.9611 -1.8292 -0.9140
H 0.7327 -2.3891 -0.8363
H -0.2490 0.3561 -1.5189
H 0.6372 -0.4215 1.2916
H 1.3675 1.3715 0.0753
H 3.5310 1.1476 0.9699
*
```

## Properties
relative energy (zero: lowest compared OMol25 entry of this formula, charge and spin)	87.2	kcal/mol
orbital gap (spin up / spin down)	6.1 / 6.1	eV

Here are the Mulliken charges for atoms 1 to 8, given in e: -1.201, -1.138, 0.619, -0.291, -0.446, -0.505, 0.303, 0.377

This record from OMol25 describes C4H10OS in the gas phase in a non-equilibrium geometry. The level of theory is the ωB97M-V functional and the def2-TZVPD basis.

```
! wB97M-V def2-TZVPD RIJCOSX def2/J DEFGRID3
* xyz 0 1
C 0.9198 1.1112 -1.3785
S 0.6758 0.3199 0.1151
C 1.5343 -1.2617 0.6923
O 0.8264 1.3832 1.2135
C -0.9735 -0.3986 0.0871
C -1.8726 0.7774 0.0035
H 1.8324 1.5153 -1.5205
H 0.8214 0.3230 -2.2800
H 1.1901 -1.3366 1.7005
H 1.1667 -2.0372 0.1059
H 2.5516 -1.1803 0.6933
H -1.0866 -1.1803 -0.6197
H -1.0674 -0.9793 1.1051
H -1.5136 1.2524 0.8441
H -1.9312 1.1856 -1.0193
H -3.0738 0.5060 0.2578
*
```

## Properties
relative energy (zero: lowest compared OMol25 entry of this formula, charge and spin)	107.2	kcal/mol
orbital gap	8.7	eV
SMILES string	C=[S@@](C)(=O)CC

Here are the Mulliken charges for atoms 1 to 8, given in e: -1.047, 1.026, -1.167, -0.680, -0.592, -1.216, 0.409, 0.201

This record from OMol25 describes 2 unconnected molecules or ions with the total composition C4H10OS in a non-equilibrium geometry. The level of theory is the ωB97M-V functional and the def2-TZVPD basis.

```
! wB97M-V def2-TZVPD RIJCOSX def2/J DEFGRID3
* xyz 1 2
C 2.7879 -0.0919 -0.8063
C 1.9116 1.2200 -0.7946
S 1.3261 1.3083 0.8810
H 2.5909 -0.5976 -1.7554
H 2.4343 -0.8305 -0.0859
H 3.8324 0.1908 -0.8148
H 2.4939 2.1115 -0.9952
H 1.0438 1.0897 -1.4337
H 0.2117 0.5780 0.6508
C -2.2031 -1.8967 0.9878
C -3.0580 -1.3005 0.1702
O -2.7043 -0.7918 -1.0743
H -2.3412 -2.0392 2.0444
H -1.3595 -2.3600 0.4834
H -3.9904 -0.8414 0.4917
H -2.0636 -0.0878 -0.9718
*
```

## Properties
expectation value of S²	0.75
relative energy (zero: lowest compared OMol25 entry of this formula, charge and spin)	42.8	kcal/mol
orbital gap (spin up / spin down)	8.2 / 3.6	eV

Here are the Mulliken charges for atoms 1 to 8, given in e: -0.930, -0.322, 0.259, 0.316, 0.397, 0.313, 0.377, 0.299

This record from OMol25 describes 2 unconnected molecules or ions with the total composition C4H10OS2 in a non-equilibrium geometry. The level of theory is the ωB97M-V functional and the def2-TZVPD basis.

```
! wB97M-V def2-TZVPD RIJCOSX def2/J DEFGRID3
* xyz 0 1
C 0.0385 0.3063 -1.5571
C 0.0000 0.0000 0.0000
S -1.7362 -0.1477 0.6193
C -2.1636 -1.5480 -0.3942
S -2.1197 -1.3343 -2.2268
C -0.4009 -0.8928 -2.4582
H -0.6251 1.1296 -1.8844
H 1.0763 0.5840 -1.8244
H 0.5062 0.8681 0.4644
H 0.6245 -0.8943 0.1887
H -1.5512 -2.4284 -0.1197
H -3.2283 -1.8354 -0.2981
H 0.2330 -1.7705 -2.2271
H -0.2141 -0.6110 -3.5123
O -6.5887 -2.6273 0.4288
H -5.7661 -2.9565 0.8568
H -7.3098 -2.8840 1.0471
*
```

## Properties
relative energy (zero: lowest compared OMol25 entry of this formula, charge and spin)	16.7	kcal/mol
orbital gap	9.1	eV
SMILES string	C1CSCSC1.O

Here are the Mulliken charges for atoms 1 to 8, given in e: -0.625, -0.646, -0.090, -0.323, -0.097, -0.648, 0.321, 0.356

This record from OMol25 describes a molecular structure, C4H10OSi in a non-equilibrium geometry. The level of theory is the ωB97M-V functional and the def2-TZVPD basis.

```
! wB97M-V def2-TZVPD RIJCOSX def2/J DEFGRID3
* xyz 0 1
C -1.3238 -0.6240 -0.0184
C -2.3834 0.4140 -0.6578
C 1.0860 1.6163 0.5635
C 1.8757 -1.3459 -0.1177
O -1.0201 -0.7460 1.2037
Si 0.6156 0.0181 -0.2972
H -1.3027 -1.6700 -0.4256
H -2.0505 0.5583 -1.7441
H -2.3575 1.1930 0.0275
H -3.2386 -0.1854 -0.6288
H 1.9722 1.5676 1.0685
H 1.2222 2.5018 -0.0962
H 0.3124 1.8892 1.2983
H 2.5910 -1.4296 -0.9051
H 2.4633 -1.3670 0.7041
H 1.5382 -2.3906 0.0253
*
```

## Properties
relative energy (zero: lowest compared OMol25 entry of this formula, charge and spin)	76.7	kcal/mol
orbital gap	7.7	eV

Here are the Mulliken charges for atoms 1 to 8, given in e: 0.209, -1.128, -1.105, -1.286, -0.602, 0.275, 0.368, 0.283

This record from OMol25 describes 2 unconnected molecules or ions with the total composition C4H10P2 in a non-equilibrium geometry. The level of theory is the ωB97M-V functional and the def2-TZVPD basis.

```
! wB97M-V def2-TZVPD RIJCOSX def2/J DEFGRID3
* xyz 0 1
C 1.1455 0.5547 0.4639
C 2.3367 0.0613 0.6183
P 3.2522 -0.8577 -0.7641
H 0.6880 0.6977 -0.5143
H 0.6329 0.7772 1.3876
H 2.7941 0.1540 1.5478
H 2.7187 -0.2373 -1.8538
H 2.1512 -1.6449 -0.9120
C -1.6277 0.9841 0.4175
C -1.6355 0.1845 -0.5378
P -2.6090 -1.2655 -0.6228
H -2.2995 0.9001 1.2751
H -0.9378 1.8212 0.4391
H -1.1737 0.3358 -1.4993
H -3.5519 -0.5749 0.1979
H -1.8842 -1.8904 0.3567
*
```

## Properties
relative energy (zero: lowest compared OMol25 entry of this formula, charge and spin)	54.8	kcal/mol
orbital gap	10.5	eV
SMILES string	C=CP.C=CP

Here are the Mulliken charges for atoms 1 to 8, given in e: -0.547, -0.197, -0.056, 0.170, 0.181, 0.405, 0.010, 0.024

This record from OMol25 describes C4H10P2 in the gas phase in a non-equilibrium geometry. The level of theory is the ωB97M-V functional and the def2-TZVPD basis.

```
! wB97M-V def2-TZVPD RIJCOSX def2/J DEFGRID3
* xyz 0 1
P -0.8106 2.5395 0.4242
C -0.9805 0.7482 0.0375
C 0.1892 0.0512 -1.2468
C 0.3057 -1.1473 -0.3239
P 1.8210 -1.9802 0.1012
C -0.4411 -0.4819 0.8836
H -1.2513 2.9738 -0.8337
H 0.5671 2.8269 0.1670
H -1.9435 0.4746 -0.2093
H -0.4816 0.0041 -2.0978
H 1.0412 0.7854 -1.3502
H -0.3816 -1.8992 -0.7095
H 1.1360 -2.7136 1.2176
H 2.0753 -1.1058 1.0736
H 0.2633 0.0755 1.5945
H -1.1085 -1.1513 1.2721
*
```

## Properties
relative energy (zero: lowest compared OMol25 entry of this formula, charge and spin)	38.5	kcal/mol
orbital gap	9.4	eV
SMILES string	P[C@H]1C[C@@H](P)C1

Here are the Mulliken charges for atoms 1 to 8, given in e: -0.094, -0.319, -0.803, 0.124, -0.131, -0.948, 0.027, 0.016

This record from OMol25 describes 2 unconnected molecules or ions with the total composition C4H10S2 in a non-equilibrium geometry. The level of theory is the ωB97M-V functional and the def2-TZVPD basis.

```
! wB97M-V def2-TZVPD RIJCOSX def2/J DEFGRID3
* xyz 0 1
C -1.4590 -3.7799 -1.4062
C -1.4543 -2.4604 -1.5446
C -1.5853 -1.5120 -0.3950
H -1.1378 -4.5176 -2.1375
H -1.8305 -4.2544 -0.5071
H -1.4856 -2.0344 -2.5407
H -1.8062 -0.5271 -0.8044
H -2.2767 -1.8918 0.3599
H -0.6447 -1.4845 0.1524
C 1.2708 3.2550 0.4678
S 2.5112 2.2907 1.3252
S 2.9605 3.5820 2.9222
H 0.5658 3.6020 1.2311
H 0.5986 2.6896 -0.1729
H 1.6610 4.1145 -0.0707
H 4.1122 2.9282 3.1205
*
```

## Properties
relative energy (zero: lowest compared OMol25 entry of this formula, charge and spin)	42.9	kcal/mol
orbital gap	8.7	eV
SMILES string	C=CC.CSS

Here are the Mulliken charges for atoms 1 to 8, given in e: -0.754, 0.050, -0.907, 0.250, 0.220, 0.307, 0.275, 0.329

This record from OMol25 describes 2 unconnected molecules or ions with the total composition C4H10S2 in a non-equilibrium geometry. The level of theory is the ωB97M-V functional and the def2-TZVPD basis.

```
! wB97M-V def2-TZVPD RIJCOSX def2/J DEFGRID3
* xyz 1 2
C 0.7413 1.4689 -2.1066
S -0.4212 1.1044 -0.8639
S 0.7347 1.1392 0.8208
H 1.7106 1.0229 -1.8630
H 0.8830 2.5537 -2.0745
H 0.3976 1.1543 -3.0946
H 0.4946 2.4154 1.1610
C -1.3454 -1.5964 1.4676
C -0.1874 -2.4664 1.0212
C 0.3552 -2.4563 -0.1851
H -1.2289 -1.4274 2.5327
H -1.2519 -0.6595 0.9355
H -2.2899 -2.0666 1.1691
H 0.1246 -3.1951 1.7613
H 1.0744 -3.1893 -0.5192
H 0.1014 -1.6967 -0.9344
*
```

## Properties
expectation value of S²	0.75
relative energy (zero: lowest compared OMol25 entry of this formula, charge and spin)	49.8	kcal/mol
orbital gap (spin up / spin down)	8.3 / 4.2	eV

Here are the Mulliken charges for atoms 1 to 8, given in e: -0.762, 0.321, -0.034, 0.361, 0.393, 0.355, 0.266, -0.482

This record from OMol25 describes 2 unconnected molecules or ions with the total composition C4H10S3 in a non-equilibrium geometry. The level of theory is the ωB97M-V functional and the def2-TZVPD basis.

```
! wB97M-V def2-TZVPD RIJCOSX def2/J DEFGRID3
* xyz 0 1
C 1.0454 -1.3944 -0.2054
C 1.2333 1.1691 -0.3618
C 0.7980 -0.0521 0.4467
C -1.5091 0.0415 0.1980
S -2.1978 -1.2179 1.2989
S -1.6249 -0.4187 -1.5729
S -1.9035 1.7070 0.3254
H 2.1545 -1.4544 -0.1799
H 0.7930 -1.2520 -1.1722
H 0.5091 -2.1492 0.2856
H 0.6779 2.2059 -0.3876
H 1.5901 0.9330 -1.3170
H 2.1601 1.4805 0.1326
H 0.9037 0.0209 1.5436
H -0.9846 -1.6740 1.7580
H -0.7811 0.4492 -2.1100
H -2.8642 1.6057 1.3179
*
```

## Properties
relative energy (zero: lowest compared OMol25 entry of this formula, charge and spin)	82.7	kcal/mol
orbital gap	8.3	eV

Here are the Mulliken charges for atoms 1 to 8, given in e: -1.100, -1.276, -0.064, 0.003, -0.131, -0.177, -0.165, 0.346

This record from OMol25 describes 3 unconnected molecules or ions with the total composition C4H10Se in a non-equilibrium geometry. The level of theory is the ωB97M-V functional and the def2-TZVPD basis.

```
! wB97M-V def2-TZVPD RIJCOSX def2/J DEFGRID3
* xyz 0 1
Se -2.8831 -0.1963 1.0355
H -3.9938 0.5218 1.7059
H -2.8781 0.7154 -0.0959
C -0.7348 0.1846 -2.0362
C 0.4829 0.1032 -2.5900
H -1.6480 0.4718 -2.3792
H -0.7093 0.0158 -0.9350
H 0.5838 0.0539 -3.6899
H 1.3875 -0.1387 -1.9819
C 1.8390 -0.7852 1.3905
C 1.6094 0.1720 2.2608
H 1.4586 -0.8936 0.3596
H 2.6884 -1.3923 1.4211
H 2.0788 0.2017 3.2275
H 0.7187 0.9659 2.3071
*
```

## Properties
relative energy (zero: lowest compared OMol25 entry of this formula, charge and spin)	69.8	kcal/mol
orbital gap	10.1	eV
SMILES string	[SeH2].C=C.C=C

Here are the Mulliken charges for atoms 1 to 8, given in e: -0.174, 0.103, 0.102, -0.050, -0.471, 0.333, -0.248, 0.228

This record from OMol25 describes a molecular structure, C4H11AlAsF8N2O5S2 in a non-equilibrium geometry. The level of theory is the ωB97M-V functional and the def2-TZVPD basis.

```
! wB97M-V def2-TZVPD RIJCOSX def2/J DEFGRID3
* xyz 1 1
Al -3.7458 1.3682 0.0526
As 0.4683 -5.0769 3.2031
F -0.8255 -6.0995 3.9751
F 0.6334 -3.9460 4.6547
F 1.6439 -4.1563 2.2909
F 0.3255 -6.0491 1.6328
F -0.7417 -4.0036 2.5608
F 1.7435 -6.2307 3.8518
N -3.8964 -2.7369 -4.4122
S -3.1798 -4.0235 -4.7740
O -2.5956 -4.2423 -6.0516
O -3.5912 -5.2018 -4.0211
F -1.8409 -3.5307 -4.0230
S -5.0977 -2.9206 -5.6440
O -5.7223 -4.2038 -5.8367
O -5.0540 -2.0708 -6.8235
F -6.2380 -2.0977 -4.7794
C 4.1181 3.1971 0.7981
C 2.6071 2.9802 1.1896
C 1.9917 4.3704 1.4176
O 0.7389 4.2881 1.9819
C 0.4303 5.4147 2.8481
N 1.9295 2.1775 0.1708
H 4.6088 3.5672 1.6983
H 4.2013 3.9505 0.0148
H 4.5308 2.2687 0.4034
H 2.5546 2.5225 2.1775
H 1.7861 4.9951 0.5483
H 2.7475 4.8783 2.0167
H -0.0830 6.2627 2.3946
H 1.2590 5.7950 3.4455
H -0.2726 4.9668 3.5505
H 2.2228 1.2121 0.2170
H 2.3430 2.3750 -0.7293
*
```

## Properties
relative energy (zero: lowest compared OMol25 entry of this formula, charge and spin)	165.8	kcal/mol
orbital gap	1.4	eV

Here are the Mulliken charges for atoms 1 to 8, given in e: 0.998, 1.979, -0.446, -0.474, -0.414, -0.413, -0.447, -0.462

This record from OMol25 describes 2 unconnected molecules or ions with the total composition C4H11B in a non-equilibrium geometry. The level of theory is the ωB97M-V functional and the def2-TZVPD basis.

```
! wB97M-V def2-TZVPD RIJCOSX def2/J DEFGRID3
* xyz 0 1
B 0.7476 -0.5629 1.3221
C 0.4745 1.2725 0.1901
C 0.2104 -0.7876 -1.2943
C -1.6417 -0.1270 0.3415
C -0.0654 -0.1076 0.1017
H 2.5145 -1.5724 0.6473
H 0.7551 -0.0467 2.3833
H 0.0341 1.8740 -0.7240
H 1.5888 1.3271 0.1427
H 0.0996 1.7736 1.1031
H 1.3314 -0.8958 -1.5390
H -0.1123 -0.2739 -2.2139
H -0.0931 -1.8651 -1.1047
H -1.7260 -0.0603 1.3863
H -2.2398 0.4464 -0.4116
H -2.0257 -1.1773 0.1228
*
```

## Properties
relative energy (zero: lowest compared OMol25 entry of this formula, charge and spin)	113.8	kcal/mol
orbital gap	8.8	eV

Here are the Mulliken charges for atoms 1 to 8, given in e: -0.031, -1.710, -1.360, -1.376, 1.299, -0.093, -0.014, 0.349